Entry 1
Here is C34H35AlN8O3P as an isolated structure from the Open Molecules 2025 dataset. Energies are from ωB97M-V/def2-TZVPD.

CARTESIAN COORDINATES (ANGSTROEM)
Al1 0.312 -0.284 0.356
N1 0.380 0.325 2.307
C1 1.608 0.307 3.126
C2 2.735 1.070 2.456
C3 3.201 0.415 1.170
N2 2.180 0.528 0.102
H1 -0.099 1.230 2.343
H2 -0.300 -0.305 2.737
H3 1.899 -0.737 3.260
H4 1.402 0.719 4.116
H5 3.581 1.124 3.144
H6 2.431 2.105 2.262
H7 3.374 -0.649 1.335
H8 4.138 0.861 0.831
H9 2.530 0.061 -0.731
H10 2.039 1.504 -0.156
N3 -0.110 -0.506 -3.760
C4 0.329 -0.965 -2.592
N4 0.199 -0.010 -1.692
C5 -0.339 1.036 -2.386
N5 -0.541 0.768 -3.651
C6 -0.652 2.317 -1.741
C7 -1.541 3.224 -2.302
N6 -1.838 4.365 -1.692
C8 -1.252 4.589 -0.524
C9 -0.364 3.679 0.040
N7 -0.055 2.543 -0.570
H11 -0.149 -0.977 -4.649
H12 0.719 -1.950 -2.396
H13 -2.019 3.016 -3.250
H14 -1.494 5.513 -0.014
H15 0.092 3.873 1.002
N8 0.686 -2.032 0.338
P1 0.021 -3.204 1.111
C10 -1.364 -4.027 0.264
C11 -2.378 -4.691 0.951
C12 -3.436 -5.266 0.260
C13 -3.488 -5.187 -1.125
C14 -2.475 -4.537 -1.819
C15 -1.422 -3.961 -1.124
C16 -0.712 -2.729 2.709
C17 0.002 -2.877 3.897
C18 -0.482 -2.328 5.078
C19 -1.680 -1.628 5.080
C20 -2.406 -1.487 3.902
C21 -1.927 -2.039 2.724
C22 1.206 -4.516 1.506
C23 2.552 -4.171 1.576
C24 3.503 -5.120 1.924
C25 3.111 -6.422 2.199
C26 1.771 -6.776 2.120
C27 0.820 -5.827 1.776
H16 -2.359 -4.746 2.032
H17 -4.221 -5.774 0.805
H18 -4.312 -5.638 -1.663
H19 -2.508 -4.483 -2.900
H20 -0.638 -3.439 -1.654
H21 0.939 -3.424 3.900
H22 0.075 -2.451 5.998
H23 -2.055 -1.198 6.000
H24 -3.344 -0.946 3.900
H25 -2.486 -1.923 1.802
H26 2.839 -3.156 1.331
H27 4.549 -4.846 1.975
H28 3.851 -7.165 2.468
H29 1.466 -7.794 2.323
H30 -0.221 -6.118 1.709
O1 -3.364 -1.510 -0.403
C28 -4.226 -0.569 0.072
C29 -5.600 -0.745 -0.076
C30 -6.488 0.196 0.409
C31 -6.021 1.331 1.060
C32 -4.661 1.501 1.217
C33 -3.739 0.570 0.730
C34 -2.292 0.858 0.975
O2 -1.956 1.762 1.735
O3 -1.450 0.099 0.340
H31 -3.867 -2.266 -0.734
H32 -5.966 -1.633 -0.581
H33 -7.551 0.039 0.279
H34 -6.713 2.070 1.440
H35 -4.265 2.367 1.729

Results
- HOMO-LUMO gap: 8.32 eV
- E_HOMO: -10.81 eV
- LUMO energy: -2.4865 eV
- Net charge: +1

=====

Entry 2
Here is C34H35AlN8O3P as an isolated structure from the Open Molecules 2025 dataset. Energies are from ωB97M-V/def2-TZVPD.

CARTESIAN COORDINATES (ANGSTROEM)
Al1 -0.129 -0.200 0.016
N1 0.809 -1.995 0.367
C1 0.458 -3.257 -0.326
C2 0.413 -3.085 -1.833
C3 -0.716 -2.174 -2.286
N2 -0.400 -0.751 -2.002
H1 1.817 -1.829 0.367
H2 0.617 -2.116 1.364
H3 -0.525 -3.559 0.037
H4 1.164 -4.038 -0.042
H5 0.287 -4.065 -2.294
H6 1.374 -2.698 -2.194
H7 -1.630 -2.398 -1.733
H8 -0.924 -2.309 -3.347
H9 -1.236 -0.203 -2.185
H10 0.317 -0.424 -2.643
N3 -1.047 3.705 -1.032
C4 -1.421 2.474 -0.704
N4 -0.358 1.692 -0.746
C5 0.657 2.528 -1.105
N5 0.280 3.765 -1.295
C6 2.032 2.015 -1.217
C7 3.125 2.824 -1.483
N6 4.355 2.324 -1.529
C8 4.478 1.019 -1.308
C9 3.380 0.206 -1.057
N7 2.152 0.702 -1.016
H11 -1.614 4.534 -1.107
H12 -2.421 2.156 -0.460
H13 2.999 3.886 -1.655
H14 5.478 0.602 -1.325
H15 3.505 -0.855 -0.882
N8 -1.856 -0.503 0.403
P1 -2.726 -1.216 1.456
C10 -3.435 -0.139 2.738
C11 -4.072 -0.659 3.865
C12 -4.593 0.189 4.830
C13 -4.481 1.567 4.681
C14 -3.847 2.093 3.564
C15 -3.326 1.238 2.600
C16 -1.830 -2.442 2.465
C17 -2.065 -3.813 2.492
C18 -1.247 -4.653 3.244
C19 -0.197 -4.128 3.981
C20 0.028 -2.754 3.990
C21 -0.789 -1.920 3.244
C22 -4.151 -2.072 0.735
C23 -3.932 -3.140 -0.139
C24 -4.988 -3.756 -0.791
C25 -6.285 -3.302 -0.587
C26 -6.516 -2.235 0.266
C27 -5.456 -1.623 0.925
H16 -4.154 -1.733 3.994
H17 -5.084 -0.222 5.703
H18 -4.889 2.228 5.435
H19 -3.762 3.167 3.447
H20 -2.796 1.624 1.742
H21 -2.893 -4.237 1.940
H22 -1.439 -5.718 3.257
H23 0.436 -4.785 4.564
H24 0.832 -2.333 4.581
H25 -0.629 -0.848 3.267
H26 -2.923 -3.493 -0.322
H27 -4.802 -4.587 -1.459
H28 -7.113 -3.780 -1.094
H29 -7.525 -1.875 0.422
H30 -5.654 -0.792 1.589
O1 -0.427 1.482 3.485
C28 0.762 1.315 4.135
C29 0.875 1.687 5.473
C30 2.058 1.499 6.161
C31 3.156 0.931 5.523
C32 3.037 0.555 4.200
C33 1.852 0.736 3.479
C34 1.843 0.231 2.070
O2 2.788 -0.422 1.638
O3 0.804 0.541 1.351
H31 -1.093 1.737 4.137
H32 0.017 2.125 5.973
H33 2.122 1.797 7.200
H34 4.086 0.782 6.054
H35 3.865 0.099 3.675

Results
- HOMO-LUMO gap: 8.26 eV
- E_HOMO: -10.82 eV
- LUMO energy: -2.5584 eV
- Net charge: +1

=====

Stability summary: most stable entry 1, least stable entry 2.

=====

Entry 1
Here is an isolated ion of composition C2H3N4 and charge +1 from the Open Molecules 2025 dataset. Energies are from ωB97M-V/def2-TZVPD.

CARTESIAN COORDINATES (ANGSTROEM)
H1 -0.911 -2.276 1.076
N1 -0.816 -1.320 0.741
C1 0.301 -0.756 0.778
C2 0.579 0.599 0.298
N2 0.148 1.218 -0.734
N3 -0.606 1.180 -1.680
N4 -1.221 1.395 -2.580
H2 1.199 -1.200 1.245
H3 1.327 1.159 0.858

Results
- SMILES string: [H]/N=C/C=N\[N+]#N
- HOMO-LUMO gap: 8.19 eV
- E_HOMO: -15.63 eV
- LUMO energy: -7.4396 eV
- Net charge: +1

=====

Entry 2
Here is an isolated ion of composition C2H3N4 and charge +1 from the Open Molecules 2025 dataset. Energies are from ωB97M-V/def2-TZVPD.

CARTESIAN COORDINATES (ANGSTROEM)
C1 -2.566 -1.002 0.805
C2 0.714 0.451 0.400
N1 -0.137 0.471 -0.435
N2 -2.202 -0.865 -0.260
N3 -0.956 -0.523 -0.925
N4 1.879 0.422 0.741
H1 -1.320 -0.046 -1.822
H2 2.478 -0.049 0.052
H3 2.110 1.140 1.444

Results
- HOMO-LUMO gap: 9.68 eV
- E_HOMO: -15.66 eV
- LUMO energy: -5.9796 eV
- Net charge: +1

=====

Entry 3
Here is an isolated ion of composition C2H3N4 and charge +1 from the Open Molecules 2025 dataset. Energies are from ωB97M-V/def2-TZVPD.

CARTESIAN COORDINATES (ANGSTROEM)
C1 -1.352 0.029 -0.009
C2 0.152 -0.091 0.095
N1 0.909 -0.481 -0.923
N2 2.127 -0.234 -0.611
N3 2.212 0.323 0.647
N4 1.050 0.332 1.063
H1 -1.512 0.299 -1.054
H2 -1.650 0.771 0.694
H3 -1.936 -0.947 0.098

Results
- SMILES string: CC1=[N+]=NN=N1
- HOMO-LUMO gap (alpha / beta): 7.58 / 6.92 eV
- E_HOMO (alpha / beta): -18.31 / -17.80 eV
- LUMO energy (alpha / beta): -10.7314 / -10.8849 eV
- Net charge: +1

=====

Stability summary: most stable entry 1, least stable entry 3.

=====

Entry 1
Here is an isolated molecule of C9H8N2 from the Open Molecules 2025 dataset. Energies are from ωB97M-V/def2-TZVPD.

CARTESIAN COORDINATES (ANGSTROEM)
C1 -2.765 1.307 0.095
C2 -2.588 0.304 -0.699
C3 -1.248 -0.318 -0.764
C4 -0.259 0.265 0.042
C5 1.088 -0.344 0.010
N1 2.191 0.316 0.039
C6 3.226 -0.619 0.048
C7 2.642 -1.898 -0.119
N2 1.384 -1.656 -0.063
C8 -0.514 1.348 0.805
C9 -1.732 1.968 0.909
H1 -3.793 1.770 0.090
H2 -3.194 -0.214 -1.186
H3 -1.106 -0.897 -1.606
H4 4.206 -0.536 -0.139
H5 3.221 -2.773 -0.252
H6 0.663 -2.471 -0.047
H7 0.401 1.781 1.311
H8 -1.822 2.668 1.526

Results
- SMILES string: c1ccc(-c2ncc[nH]2)cc1
- HOMO-LUMO gap: 8.96 eV
- E_HOMO: -8.23 eV
- LUMO energy: 0.7302 eV

=====

Entry 2
Here is C9H8N2 as an isolated structure from the Open Molecules 2025 dataset. Energies are from ωB97M-V/def2-TZVPD.

CARTESIAN COORDINATES (ANGSTROEM)
C1 -1.266 1.119 -0.165
C2 -1.996 0.371 1.097
C3 -1.813 -0.863 0.790
C4 -1.006 -1.023 -0.636
C5 0.214 -0.550 -0.268
C6 1.383 -1.355 -0.169
C7 2.563 0.547 0.309
C8 1.438 1.369 -0.059
C9 0.131 0.706 -0.159
H1 -0.650 0.226 -1.939
H2 -1.262 2.296 -0.411
H3 -2.384 0.798 2.013
H4 -2.044 -1.808 1.530
H5 -1.187 -1.964 -1.187
H6 1.389 -2.613 -0.005
H7 3.498 0.961 0.467
H8 1.776 2.469 -0.145
N1 -1.364 0.161 -1.328
N2 2.580 -0.847 0.264

Results
- HOMO-LUMO gap: 9.07 eV
- E_HOMO: -8.31 eV
- LUMO energy: 0.7600 eV

=====

Stability summary: most stable entry 1, least stable entry 2.

=====

Entry 1
Here is an isolated molecule of C3H3BrO2S from the Open Molecules 2025 dataset. Energies are from ωB97M-V/def2-TZVPD.

CARTESIAN COORDINATES (ANGSTROEM)
C1 0.403 1.475 -0.096
C2 1.016 0.249 -0.183
C3 -0.080 -1.292 -0.040
O1 -2.120 0.373 -0.988
O2 -1.677 0.255 1.498
S1 -1.223 0.198 0.129
Br1 2.860 -0.153 0.181
H1 0.721 2.563 -0.298
H2 -0.138 -1.604 -0.988
H3 0.238 -2.064 0.784

Results
- HOMO-LUMO gap: 10.00 eV
- E_HOMO: -10.10 eV
- LUMO energy: -0.0912 eV

=====

Entry 2
Here is an isolated molecule of C3H3BrO2S from the Open Molecules 2025 dataset. Energies are from ωB97M-V/def2-TZVPD.

CARTESIAN COORDINATES (ANGSTROEM)
C1 -0.245 2.224 0.598
C2 -0.786 1.128 0.229
C3 -0.205 0.016 -0.860
O1 1.808 0.547 0.952
O2 2.305 1.826 -1.074
S1 1.349 1.374 -0.076
Br1 -2.811 0.551 -0.078
H1 -0.604 3.227 0.925
H2 -0.827 -0.694 -0.351
H3 -0.413 -0.028 -1.950

Results
- HOMO-LUMO gap (alpha / beta): 8.56 / 8.56 eV
- E_HOMO (alpha / beta): -9.50 / -9.50 eV
- LUMO energy (alpha / beta): -0.9349 / -0.9351 eV

=====

Stability summary: most stable entry 1, least stable entry 2.